(1)
This record from the Open Molecules 2025 dataset describes C4H13BBrCsFLiNO6P as an isolated structure. The level of theory is the ωB97M-V functional and the def2-TZVPD basis.

```
30
Properties=species:S:1:pos:R:3
C 5.683 0.206 -0.554
O 4.806 0.998 0.198
B 3.417 0.732 -0.005
O 2.697 1.842 -0.438
N 2.765 -0.489 0.351
Br 2.777 -1.677 -1.127
H 5.847 -0.780 -0.118
H 5.331 0.052 -1.579
H 6.663 0.684 -0.623
H 3.163 2.346 -1.112
C -3.428 1.844 1.365
O -2.516 1.559 0.320
P -2.739 0.277 -0.599
O -4.079 0.185 -1.183
O -2.556 -0.977 0.464
C -3.680 -1.678 0.816
O -1.509 0.164 -1.470
C -0.151 0.352 -0.930
H -4.452 1.590 1.076
H -3.138 1.305 2.272
H -3.378 2.911 1.566
H -4.323 -1.910 -0.038
H -4.288 -1.073 1.542
H -3.331 -2.626 1.278
H -0.057 -0.107 0.050
H 0.040 1.420 -0.873
H 0.509 -0.182 -1.603
Cs 4.700 -2.467 0.610
Li -4.811 -2.372 2.593
F 0.037 -2.128 -2.248
```

The relative energy (zero: lowest compared OMol25 entry of this formula, charge and spin) comes out at 0.0 kJ/mol. The calculation puts the LUMO energy at -2.927 eV. For the HOMO energy, the calculation gives -5.43 eV. Its total charge is 0.

Here are the Mulliken charges for atoms 1 to 4, given in e:
1 C -0.646
2 O -0.482
3 B 0.921
4 O -0.431

(2)
This record from the Open Molecules 2025 dataset describes a 2-piece molecular cluster, C6H13NO overall. The level of theory is the ωB97M-V functional and the def2-TZVPD basis.

```
21
Properties=species:S:1:pos:R:3
C -1.867 2.743 -0.933
N -1.330 1.812 -1.566
C -1.026 0.537 -1.061
C 0.168 0.048 -0.762
C 0.378 -1.371 -0.283
C -0.672 -2.358 -0.768
C -0.375 -3.803 -0.401
H -2.094 3.046 0.099
H -2.088 3.642 -1.528
H -1.916 -0.078 -1.081
H 1.051 0.668 -0.827
H 0.448 -1.426 0.806
H 1.338 -1.701 -0.677
H -0.885 -2.286 -1.832
H -1.628 -2.123 -0.279
H -1.047 -4.532 -0.852
H 0.623 -4.111 -0.750
H -0.298 -3.937 0.679
O 3.698 5.490 3.955
H 3.167 4.865 4.461
H 4.354 4.877 3.599
```

The relative energy (zero: lowest compared OMol25 entry of this formula, charge and spin) comes out at 256.0 kJ/mol. The calculation puts the LUMO energy at 0.906 eV. For the HOMO energy, the calculation gives -8.53 eV. Its total charge is 0. The SMILES is C=N/C=C/CCC.O.

Here are the natural (NBO) charges for atoms 1 to 4, given in e:
1 C -0.026
2 N -0.391
3 C -0.056
4 C -0.228

(3)
This record from the Open Molecules 2025 dataset describes a 7-piece molecular cluster, C29H59F3O16PS8 overall. The level of theory is the ωB97M-V functional and the def2-TZVPD basis.

```
116
Properties=species:S:1:pos:R:3
O -2.524 -2.875 -0.221
P -1.199 -2.692 -0.886
O -0.898 -1.192 -1.278
O -0.011 -3.209 0.022
C -1.236 -3.525 -2.510
S -1.654 -5.252 -2.350
S -2.729 -5.357 -4.094
C -0.165 -6.238 -2.681
C 1.157 -5.730 -2.140
O 1.791 -4.947 -3.134
C 2.449 -3.789 -2.674
C 2.756 -2.910 -3.886
F 2.539 -3.557 -5.085
F 1.910 -1.804 -3.888
F 4.042 -2.426 -3.888
H -0.222 -1.045 -1.948
H 0.865 -2.868 -0.170
H -2.058 -3.060 -3.044
H -0.377 -3.416 -3.157
H -2.539 -6.628 -4.442
H -0.404 -7.215 -2.284
H -0.063 -6.317 -3.757
H 1.052 -5.209 -1.200
H 1.757 -6.611 -1.940
H 3.334 -4.050 -2.080
H 1.785 -3.221 -2.047
C 0.035 2.230 3.025
C -1.081 1.256 2.638
C -0.422 0.090 1.889
S 1.253 -0.027 2.516
O 2.169 0.267 1.431
O 1.424 -1.249 3.265
C 1.160 1.380 3.613
H -0.311 2.969 3.744
H 0.391 2.758 2.136
H -1.558 0.887 3.542
H -1.840 1.738 2.022
H -0.914 -0.864 2.065
H -0.344 0.273 0.820
H 2.129 1.874 3.639
H 0.900 1.001 4.601
C -4.690 4.685 -1.527
C -4.549 5.964 -0.687
C -3.722 5.610 0.557
S -2.660 4.243 0.065
O -3.027 3.065 0.818
O -1.288 4.687 0.014
C -3.292 4.076 -1.601
H -5.082 4.894 -2.521
H -5.372 3.989 -1.036
H -4.032 6.729 -1.267
H -5.518 6.369 -0.403
H -3.097 6.434 0.896
H -4.344 5.257 1.376
H -3.277 3.026 -1.881
H -2.638 4.652 -2.254
C 8.318 -3.438 0.632
C 7.324 -3.613 1.790
C 5.968 -3.066 1.321
S 5.954 -3.272 -0.462
O 5.906 -1.980 -1.095
O 4.974 -4.287 -0.829
C 7.601 -3.946 -0.616
H 9.243 -3.984 0.803
H 8.569 -2.382 0.511
H 7.233 -4.672 2.034
H 7.656 -3.098 2.689
H 5.124 -3.603 1.744
H 5.854 -2.005 1.519
H 8.035 -3.607 -1.553
H 7.514 -5.032 -0.614
C 2.018 7.007 2.960
C 1.200 5.988 2.150
C -0.240 6.049 2.669
S -0.485 7.715 3.287
O -0.706 7.663 4.709
O -1.412 8.411 2.427
C 1.185 8.287 2.981
H 2.999 7.181 2.521
H 2.165 6.643 3.979
H 1.221 6.257 1.093
H 1.602 4.980 2.236
H -0.961 5.863 1.884
H -0.400 5.364 3.498
H 1.465 8.990 3.761
H 1.188 8.781 2.011
C 0.158 -1.772 -8.226
C -1.338 -1.807 -8.578
C -2.011 -2.793 -7.612
S -1.017 -2.767 -6.114
O -0.414 -4.066 -5.922
O -1.766 -2.172 -5.026
C 0.229 -1.634 -6.708
H 0.671 -0.949 -8.719
H 0.637 -2.701 -8.538
H -1.768 -0.813 -8.449
H -1.503 -2.104 -9.611
H -3.028 -2.508 -7.356
H -1.995 -3.812 -7.992
H 1.189 -1.910 -6.278
H -0.057 -0.635 -6.380
C -4.876 -1.193 6.110
C -5.178 0.298 6.322
C -3.966 0.914 7.034
S -2.545 -0.077 6.545
O -2.018 -0.748 7.702
O -1.675 0.703 5.695
C -3.457 -1.257 5.553
H -5.588 -1.658 5.431
H -4.924 -1.722 7.063
H -5.323 0.781 5.355
H -6.086 0.448 6.903
H -3.782 1.945 6.744
H -4.045 0.845 8.116
H -2.984 -2.231 5.646
H -3.417 -0.917 4.518
```

The calculation puts the LUMO energy at -3.550 eV. For the HOMO energy, the calculation gives -11.40 eV. Its total charge is +1.

Here are the Mulliken charges for atoms 1 to 4, given in e:
1 O -0.666
2 P 0.975
3 O -0.428
4 O -0.499

(4)
This record from the Open Molecules 2025 dataset describes a 2-piece molecular cluster, CH3IO overall. The level of theory is the ωB97M-V functional and the def2-TZVPD basis.

```
6
Properties=species:S:1:pos:R:3
C 2.069 0.965 0.471
O 2.444 0.707 -0.622
I -3.062 0.053 -0.024
H -2.917 0.897 -1.228
H 1.013 1.361 0.839
H 2.806 0.736 1.310
```

The spin multiplicity is 3. The relative energy (zero: lowest compared OMol25 entry of this formula, charge and spin) comes out at 95.2 kJ/mol. The calculation puts the LUMO energy (alpha / beta) at 0.836 / -2.422 eV. For the HOMO energy (alpha / beta), the calculation gives -6.53 / -10.22 eV. Its total charge is 0.

Here are the natural (NBO) charges for atoms 1 to 4, given in e:
1 C -0.273
2 O -0.224
3 I -0.079
4 H 0.079

(5)
This record from the Open Molecules 2025 dataset describes C8H8N2PdS6Sb as an isolated structure. The level of theory is the ωB97M-V functional and the def2-TZVPD basis.

```
26
Properties=species:S:1:pos:R:3
Pd 0.210 -0.363 -0.617
S 2.692 -4.658 -1.130
Sb 1.621 -2.807 -1.930
S -0.458 -2.494 -0.728
S 2.389 -0.851 -0.731
S 1.387 -2.405 -4.153
C 0.785 -1.361 3.125
C 0.040 -0.070 3.084
N -0.303 0.525 1.992
C -0.980 1.697 2.215
C -1.160 2.010 3.523
S -0.461 0.800 4.511
C -1.417 2.454 1.034
C -2.096 3.629 1.000
S -2.370 4.104 -0.621
C -1.550 2.684 -1.175
N -1.120 1.939 -0.208
C -1.361 2.358 -2.618
H 0.970 -1.681 2.100
H 0.209 -2.131 3.639
H 1.740 -1.248 3.639
H -1.655 2.868 3.948
H -2.441 4.228 1.826
H -1.799 3.116 -3.265
H -1.816 1.392 -2.839
H -0.297 2.269 -2.838
```

The relative energy (zero: lowest compared OMol25 entry of this formula, charge and spin) comes out at 0.0 kJ/mol. The calculation puts the LUMO energy at 1.832 eV. For the HOMO energy, the calculation gives -4.12 eV. Its total charge is -1.

Here are the natural (NBO) charges for atoms 1 to 4, given in e:
1 Pd 0.511
2 S -0.856
3 Sb 1.350
4 S -0.594

> What is the formula in the fifth record?

C8H8N2PdS6Sb